Density functional theory data (ωB97M-V/def2-TZVPD) for a structure of composition C26H58GaP4S.

Computed properties:
- ΔE to the lowest compared entry with this formula, charge and spin: 0.0 kJ/mol
- Highest occupied orbital energy: -14.0 eV
- Lowest unoccupied orbital energy: -9.6 eV
- Charge: +3

Geometry (Å):
Ga  -0.418  0.782  0.524
P  -2.316  2.083  0.214
P  -2.486  -1.547  1.149
P  1.014  1.126  -1.267
H  -1.637  -2.810  -2.007
C  -0.583  -2.506  -2.068
C  0.345  -2.992  -1.225
H  0.112  -3.730  -0.457
C  -3.255  1.808  -1.303
C  -3.543  2.204  1.535
C  -1.627  3.756  0.079
C  -2.206  -3.370  1.130
C  -3.287  -1.436  2.832
C  -4.004  -1.507  0.115
C  2.247  -0.061  -1.868
C  1.996  2.531  -0.635
C  0.144  1.753  -2.728
H  -0.313  -1.831  -2.893
H  1.401  -2.750  -1.325
H  -3.976  2.632  -1.400
H  -3.788  0.850  -1.251
H  -2.582  1.798  -2.170
H  -4.085  3.145  1.373
H  -3.067  2.231  2.525
H  -4.243  1.359  1.498
H  -2.466  4.449  0.210
H  -1.159  3.903  -0.902
H  -0.875  3.942  0.856
H  -3.107  -3.926  1.427
H  -1.392  -3.607  1.828
H  -1.895  -3.676  0.126
H  -4.203  -2.040  2.895
H  -3.533  -0.387  3.046
H  -2.578  -1.782  3.597
H  -4.705  -2.316  0.360
H  -3.688  -1.618  -0.927
H  -4.511  -0.543  0.224
H  2.919  0.422  -2.592
H  1.762  -0.912  -2.360
H  2.846  -0.455  -1.038
H  2.581  2.974  -1.451
H  2.670  2.181  0.160
H  1.338  3.292  -0.199
H  0.849  2.154  -3.468
H  -0.569  2.539  -2.458
H  -0.423  0.935  -3.189
C  1.527  -1.013  -6.712
C  0.888  -0.649  -7.916
C  0.767  -1.570  -8.960
C  1.344  -2.861  -8.854
C  2.071  -3.174  -7.694
C  2.194  -2.263  -6.662
S  1.589  -0.027  -5.281
H  0.522  0.817  -5.276
H  0.461  0.357  -8.021
H  0.209  -1.327  -9.870
H  1.223  -3.583  -9.649
H  2.527  -4.163  -7.604
H  2.772  -2.510  -5.781
C  0.017  3.021  3.426
C  1.265  2.142  3.242
C  2.131  2.208  4.506
P  0.819  0.439  2.651
C  2.314  -0.456  1.967
C  3.637  0.020  2.565
C  2.178  -1.992  1.991
C  0.172  -0.508  4.117
C  1.257  -0.966  5.097
C  -0.941  0.243  4.874
H  -0.413  2.920  4.431
H  -0.785  2.809  2.710
H  0.303  4.072  3.297
H  1.864  2.541  2.402
H  1.556  1.958  5.404
H  3.016  1.573  4.475
H  2.471  3.245  4.635
H  2.323  -0.130  0.908
H  3.719  -0.274  3.620
H  4.468  -0.469  2.032
H  3.772  1.109  2.471
H  1.149  -2.338  1.822
H  2.790  -2.396  1.170
H  2.559  -2.441  2.923
H  -0.268  -1.411  3.652
H  1.766  -0.116  5.573
H  0.767  -1.519  5.913
H  2.004  -1.621  4.630
H  -1.502  -0.476  5.491
H  -0.533  1.006  5.554
H  -1.671  0.727  4.211